[1]
C12H29N4O9PPb as an isolated structure. Source: OMol25; level of theory: wB97M-V/def2-TZVPD.

Geometry as ORCA input:
```
! wB97M-V def2-TZVPD RIJCOSX def2/J DEFGRID3
* xyz 0 1
O -2.624 2.945 1.324
H -3.512 3.388 1.566
Pb -1.222 -0.242 0.422
N -0.001 0.320 2.315
N 1.064 1.773 0.458
N -2.100 -1.636 -1.079
N -0.228 0.089 -2.061
O -0.562 -0.489 3.111
O -3.069 -2.383 -0.447
O 0.893 0.756 -2.513
O 1.657 2.377 -0.480
C 1.144 2.299 1.698
C 0.453 1.552 2.687
C -1.751 -1.768 -2.350
C -0.700 -0.866 -2.868
C 0.027 2.074 4.000
H -0.994 2.497 3.957
H 0.692 2.865 4.360
H -0.003 1.265 4.742
C 1.858 3.582 1.925
H 1.324 4.390 1.396
H 2.879 3.503 1.515
H 1.899 3.805 2.997
C -2.307 -2.908 -3.104
C -0.164 -1.132 -4.259
H -3.274 -3.126 -2.653
H -1.652 -3.766 -2.936
H -2.402 -2.693 -4.164
H 0.672 -0.457 -4.496
H -0.965 -1.002 -5.012
H 0.190 -2.181 -4.324
H -3.497 -1.626 0.193
H 1.140 1.354 -1.722
C -2.986 3.741 -0.537
H -3.756 4.309 -0.015
H -3.228 2.839 -1.161
H -1.898 3.847 -0.422
O -3.326 -0.491 1.023
H -2.766 2.032 1.708
H -4.040 0.102 0.775
C 0.933 -3.820 -0.566
O 1.398 -2.507 -0.891
P 1.269 -1.285 0.136
O 2.427 -0.295 -0.291
C 3.588 -0.653 -1.017
O 1.695 -1.988 1.556
C 2.730 -1.504 2.472
H 0.845 -4.365 -1.512
H -0.052 -3.798 -0.076
H 1.656 -4.329 0.083
H 3.980 -1.639 -0.745
H 3.389 -0.605 -2.088
H 4.332 0.102 -0.770
H 3.380 -2.377 2.658
H 3.333 -0.660 2.074
H 2.229 -1.214 3.410
*
```

Output
* E_LUMO (spin up / spin down): -0.278 / -0.697 eV
* energy above the lowest of the compared OMol25 structures with the same formula, charge and spin: 18.31 kcal/mol



[2]
A 2-piece molecular cluster, C14H29BrN3O2S overall. Source: OMol25; level of theory: wB97M-V/def2-TZVPD.

Geometry as ORCA input:
```
! wB97M-V def2-TZVPD RIJCOSX def2/J DEFGRID3
* xyz 1 1
C 3.256 -0.264 -0.249
O 3.275 1.010 0.381
C 2.000 1.585 0.466
C 1.173 1.111 1.715
C 0.172 2.177 2.265
C -1.303 1.988 1.749
C -1.245 1.915 0.199
C -2.631 2.027 -0.515
C -2.434 1.554 -1.995
C -2.812 2.481 -3.174
S -2.003 1.438 -4.493
C -2.542 -0.050 -3.612
N -2.759 0.150 -2.341
C -3.248 -0.903 -1.427
C -2.311 -2.152 -1.377
C -1.595 -2.231 0.032
Br 0.324 -2.539 -0.298
H 3.196 -1.040 0.538
H 4.199 -0.453 -0.795
H 2.435 -0.396 -0.979
H 1.391 1.320 -0.432
H 2.033 2.695 0.466
H 1.908 0.831 2.493
H 0.639 0.177 1.436
H 0.163 2.098 3.367
H 0.525 3.194 2.004
H -1.745 1.062 2.166
H -1.885 2.873 2.066
H -0.573 2.694 -0.212
H -0.809 0.936 -0.107
H -3.455 1.518 0.012
H -2.902 3.101 -0.557
H -1.320 1.528 -2.084
H -3.871 2.652 -3.418
H -2.246 3.410 -2.999
H -2.674 -1.015 -4.114
H -4.237 -1.239 -1.796
H -3.431 -0.511 -0.415
H -2.959 -3.049 -1.430
H -1.604 -2.217 -2.217
H -1.674 -1.236 0.498
H -1.999 -3.035 0.659
C 4.521 -3.167 1.805
O 4.687 -3.204 0.594
N 5.510 -3.467 2.691
N 3.325 -2.818 2.361
H 5.394 -3.443 3.686
H 6.401 -3.727 2.311
H 2.584 -2.593 1.727
H 3.156 -2.776 3.348
*
```

Output
* E_LUMO: -4.409 eV



[3]
C14H27IN3O7Zn as an isolated structure. Source: OMol25; level of theory: wB97M-V/def2-TZVPD.

Geometry as ORCA input:
```
! wB97M-V def2-TZVPD RIJCOSX def2/J DEFGRID3
* xyz 0 2
Zn 26.727 5.131 -23.080
I 27.402 7.418 -24.106
O 28.603 4.881 -22.011
C 29.427 4.519 -21.112
N 29.055 3.794 -20.074
C 30.968 4.758 -21.165
H 28.067 3.586 -20.034
H 29.512 4.009 -19.200
H 31.264 4.970 -22.193
H 31.679 3.939 -21.059
H 31.244 5.657 -20.613
O 27.407 3.783 -24.307
C 28.258 2.942 -24.509
N 27.863 1.678 -24.663
C 29.718 3.424 -24.624
H 28.646 1.046 -24.573
H 26.920 1.318 -24.628
H 30.232 3.189 -23.692
H 29.890 4.482 -24.826
H 30.406 2.865 -25.258
O 25.729 5.668 -21.458
C 25.019 6.210 -20.625
N 24.787 7.498 -20.746
C 24.676 5.545 -19.351
H 24.487 7.978 -19.909
H 25.163 7.995 -21.540
H 23.950 4.737 -19.436
H 24.098 6.133 -18.638
H 25.595 5.122 -18.945
O 26.505 3.062 -21.481
C 25.489 2.283 -21.554
O 24.561 2.343 -22.578
C 23.413 1.468 -22.205
C 24.002 0.354 -21.350
C 25.079 1.180 -20.563
H 23.039 1.170 -23.184
H 22.660 2.117 -21.760
H 24.454 -0.379 -22.018
H 23.271 -0.147 -20.716
H 26.038 0.663 -20.548
H 24.742 1.584 -19.609
O 24.700 4.752 -23.857
C 23.807 5.319 -24.517
O 22.813 5.935 -23.886
C 21.808 6.362 -24.774
C 22.106 5.627 -25.998
C 23.622 5.330 -25.979
H 21.896 7.448 -24.797
H 20.882 5.995 -24.332
H 21.887 6.146 -26.931
H 21.618 4.655 -25.929
H 24.104 6.076 -26.611
H 23.932 4.380 -26.413
*
```

Output
* E_LUMO (spin up / spin down): 0.303 / 0.271 eV
* <S²>: 0.750



[4]
C9H19CsNO as an isolated structure. Source: OMol25; level of theory: wB97M-V/def2-TZVPD.

Geometry as ORCA input:
```
! wB97M-V def2-TZVPD RIJCOSX def2/J DEFGRID3
* xyz 0 2
Cs 22.725 21.126 -14.970
C 17.320 24.654 -12.991
C 18.516 25.288 -13.657
C 18.697 26.656 -12.992
C 20.005 27.394 -13.253
C 21.096 26.454 -12.740
C 21.072 25.026 -13.482
N 19.702 24.450 -13.480
O 19.601 23.166 -14.043
C 21.698 25.127 -14.890
C 21.792 24.133 -12.582
C 18.234 25.563 -15.114
H 17.219 23.685 -13.479
H 16.405 25.226 -13.145
H 17.409 24.549 -11.910
H 17.937 27.289 -13.450
H 18.457 26.671 -11.928
H 20.062 28.361 -12.752
H 20.102 27.570 -14.325
H 21.062 26.250 -11.670
H 22.055 26.941 -12.913
H 21.286 24.370 -15.558
H 21.491 26.068 -15.400
H 22.771 24.938 -14.841
H 21.222 24.041 -11.658
H 21.992 23.176 -13.063
H 22.762 24.568 -12.338
H 17.670 24.751 -15.571
H 19.197 25.672 -15.612
H 17.671 26.463 -15.362
H 19.602 22.611 -13.260
*
```

Output
* E_LUMO (spin up / spin down): 0.147 / 0.204 eV
* energy above the lowest of the compared OMol25 structures with the same formula, charge and spin: 0.00 kcal/mol
* <S²>: 0.750



[5]
One molecule with the formula C6H12O. Source: OMol25; level of theory: wB97M-V/def2-TZVPD.

Geometry as ORCA input:
```
! wB97M-V def2-TZVPD RIJCOSX def2/J DEFGRID3
* xyz 0 1
C 1.705 1.293 -0.339
C 0.663 0.249 0.063
C 1.271 -1.152 -0.052
C -0.618 0.404 -0.782
C -1.796 -0.478 -0.317
C -2.219 0.194 0.957
O -1.973 -0.643 1.947
H 1.317 2.310 -0.219
H 2.613 1.200 0.270
H 1.996 1.156 -1.388
H 0.417 0.416 1.123
H 2.207 -1.212 0.515
H 1.506 -1.387 -1.098
H 0.602 -1.928 0.332
H -0.378 0.229 -1.840
H -2.622 -0.384 -1.034
H -1.540 -1.540 -0.193
H -1.005 1.429 -0.712
H -2.144 -0.155 2.765
*
```

Output
* E_LUMO: 0.926 eV
* energy above the lowest of the compared OMol25 structures with the same formula, charge and spin: 59.78 kcal/mol



[6]
CH10Na5O8 as an isolated structure. Source: OMol25; level of theory: wB97M-V/def2-TZVPD.

Geometry as ORCA input:
```
! wB97M-V def2-TZVPD RIJCOSX def2/J DEFGRID3
* xyz 3 1
Na 1.994 -2.263 1.413
Na -0.817 -0.294 3.848
Na -0.319 2.625 2.130
Na 2.408 0.223 3.662
Na 0.064 0.056 -2.241
C 0.279 0.133 0.647
O 0.173 -1.030 0.134
O 0.013 1.222 0.078
O 0.667 0.148 1.964
O 3.003 0.336 -1.079
H 2.556 -0.470 -1.348
H 3.724 0.440 -1.717
O -2.805 1.359 0.424
H -3.340 1.045 -0.315
H -1.889 1.282 0.125
O 1.264 2.763 -2.143
H 0.927 2.544 -1.267
H 0.865 3.614 -2.364
O -1.108 -2.504 -2.238
H -1.615 -2.468 -1.416
H -0.190 -2.573 -1.962
O -2.127 -2.296 0.966
H -2.420 -2.096 1.864
H -1.306 -1.795 0.835
*
```

Output
* E_LUMO: -12.014 eV
* energy above the lowest of the compared OMol25 structures with the same formula, charge and spin: 39.06 kcal/mol



[7]
One molecule with the formula C5H9NO. Source: OMol25; level of theory: wB97M-V/def2-TZVPD.

Geometry as ORCA input:
```
! wB97M-V def2-TZVPD RIJCOSX def2/J DEFGRID3
* xyz 0 1
C -0.124 1.855 1.033
C -0.140 0.331 1.042
C -1.007 -0.416 0.011
N 0.208 -1.167 -0.520
C 0.622 -1.487 -2.003
C 1.058 -0.342 0.379
O 2.239 -0.257 0.433
H -0.001 2.236 0.015
H 0.709 2.231 1.635
H -1.055 2.260 1.441
H -0.277 -0.048 2.064
H -1.774 -1.086 0.401
H -1.412 0.221 -0.779
H 0.286 -2.159 -0.310
H -0.379 -1.619 -2.453
H 1.047 -0.554 -2.390
*
```

Output
* E_LUMO: 0.253 eV
* energy above the lowest of the compared OMol25 structures with the same formula, charge and spin: 109.04 kcal/mol



[8]
C4H5NO3 as an isolated structure. Source: OMol25; level of theory: wB97M-V/def2-TZVPD.

Geometry as ORCA input:
```
! wB97M-V def2-TZVPD RIJCOSX def2/J DEFGRID3
* xyz 0 1
C -0.214 -0.587 0.738
C 0.890 -1.036 -0.221
C 1.413 -0.584 -1.405
C 1.163 0.708 -2.057
H -1.344 -0.020 2.577
H -0.812 1.483 0.185
H 1.460 -2.056 -0.014
H 2.231 -1.067 -1.914
H 1.805 1.051 -2.886
N -1.078 0.504 0.718
O -2.005 0.666 1.715
O -0.359 -1.510 1.599
O 0.451 1.604 -1.476
*
```

Output
* E_LUMO: -1.248 eV
* energy above the lowest of the compared OMol25 structures with the same formula, charge and spin: 125.58 kcal/mol



Number 1: strongest force on any atom 0.0909 Eh/bohr, DFT total energy -1904.6261 Eh. Number 2: strongest force on any atom 0.0381 Eh/bohr, DFT total energy -3837.5227 Eh. Number 3: strongest force on any atom 0.1013 Eh/bohr, DFT total energy -3317.6245 Eh. Number 4: strongest force on any atom 0.0445 Eh/bohr, DFT total energy -504.3144 Eh. Number 5: strongest force on any atom 0.0098 Eh/bohr, DFT total energy -310.9640 Eh. Number 6: strongest force on any atom 0.0265 Eh/bohr, DFT total energy -1456.7650 Eh. Number 7: strongest force on any atom 0.0169 Eh/bohr, DFT total energy -325.7638 Eh. Number 8: strongest force on any atom 0.1198 Eh/bohr, DFT total energy -435.7204 Eh.